(1)
Density functional theory data (the ωB97M-V functional and the def2-TZVPD basis) for the ion CH2NO2S with charge -1.

The geometry in ORCA input format:
```
! RIJCOSX wB97M-V def2-TZVPD def2/J DEFGRID3
* xyz -1 1
N -0.11921 -0.44170 0.13363
O 1.26025 -0.84458 0.38403
C 2.15456 0.15105 0.20479
O 1.73682 1.42439 0.07919
S 3.71633 -0.24593 -0.10122
H 0.00984 0.55840 0.39353
H -0.73709 -0.91336 0.84607
*
```

The calculation puts the LUMO energy at 0.147 Eh. Its SMILES is NOC([O-])=S. The calculation puts the energy relative to the best compared isomer or geometry (same formula, charge and spin) at 1.584 eV. Its HOMO energy is -3.2 eV.

***

(2)
Density functional theory data (the ωB97M-V functional and the def2-TZVPD basis) for a structure of composition C5H4NaO6Rb.

The geometry in ORCA input format:
```
! RIJCOSX wB97M-V def2-TZVPD def2/J DEFGRID3
* xyz 1 2
O 7.35977 5.65876 4.21462
C 6.34589 5.48786 3.69925
O 5.29013 5.36296 3.22341
O 0.15181 1.06976 -0.08436
Rb 2.24584 4.37004 1.64801
O -1.03307 -4.33774 -0.62031
C -1.68618 -3.34173 -1.00392
O -2.90833 -3.14231 -0.81502
O -0.94834 -2.37872 -1.62984
C -1.58182 -1.15350 -1.95286
C -1.79831 -0.25164 -0.57255
C -0.39846 0.19004 -0.68689
Na -2.99311 -5.21391 0.19193
H -2.58125 -1.31782 -2.37475
H -1.05270 -0.77236 -2.83560
H -1.95954 -0.84812 0.33366
H -2.45233 0.61843 -0.73479
*
```

The calculation puts the LUMO energy (spin up / spin down) at -0.140 / -0.141 Eh. Its expectation value of S² is 0.75. The calculation puts the energy relative to the best compared isomer or geometry (same formula, charge and spin) at 0.981 eV. Its HOMO energy (spin up / spin down) is -10.0 / -11.1 eV.

***

(3)
Density functional theory data (the ωB97M-V functional and the def2-TZVPD basis) for a structure of composition C2LiO3.

The geometry in ORCA input format:
```
! RIJCOSX wB97M-V def2-TZVPD def2/J DEFGRID3
* xyz 1 1
O 1.11299 -0.39756 1.77865
C 0.87080 -0.37458 2.88405
O 0.02936 0.33827 -1.29823
C -0.98833 0.07261 -1.96394
O -1.79927 0.43187 -1.14161
Li 1.63683 -0.30489 -0.22663
*
```

The calculation puts the LUMO energy (spin up / spin down) at -0.282 / -0.267 Eh. Its HOMO energy (spin up / spin down) is -16.6 / -16.3 eV.

***

(4)
Density functional theory data (the ωB97M-V functional and the def2-TZVPD basis) for the molecule C13H14OS.

The geometry in ORCA input format:
```
! RIJCOSX wB97M-V def2-TZVPD def2/J DEFGRID3
* xyz 0 1
O 1.66042 2.00947 0.49032
C 0.75819 1.29587 0.15425
C -0.67808 1.62890 -0.05492
C -1.36322 1.63989 -1.26064
C -2.67995 2.18682 -1.38517
C -3.25773 2.80611 -0.25459
C -2.55337 2.80713 0.95217
C -1.28854 2.26515 1.06119
C 1.08948 -0.36512 -0.14285
S 1.36880 -0.31402 -1.95413
C 2.40386 -0.72365 0.49282
C 2.71209 -1.98135 0.75853
C 1.79093 -3.13204 0.56001
C 0.48195 -2.82160 -0.22779
C -0.01091 -1.42976 0.18650
H -0.80830 1.04499 -2.09285
H -3.01813 2.06322 -2.35217
H -4.22237 3.35697 -0.30337
H -3.18926 3.12687 1.83810
H -0.67093 2.29383 2.05797
H 1.68303 1.01143 -1.86819
H 3.02788 0.17896 0.49025
H 3.64406 -2.12812 1.19642
H 2.14854 -4.03092 0.14360
H 1.42904 -3.54793 1.65241
H 0.83934 -2.78094 -1.18677
H -0.18056 -3.71230 -0.00561
H -1.02052 -1.28358 -0.20636
H -0.09574 -1.46429 1.26086
*
```

The calculation puts the LUMO energy at 0.019 Eh. Its SMILES is O=C(c1ccccc1)[C@@]1(S)C=CCCC1. The calculation puts the energy relative to the best compared isomer or geometry (same formula, charge and spin) at 1.432 eV. Its HOMO energy is -8.8 eV.

***

(5)
Density functional theory data (the ωB97M-V functional and the def2-TZVPD basis) for a structure of composition C19H32IrN3O2PSi.

The geometry in ORCA input format:
```
! RIJCOSX wB97M-V def2-TZVPD def2/J DEFGRID3
* xyz 0 6
Ir 0.25112 0.05077 -0.19767
Si 2.46991 0.20748 -0.80729
P -0.34806 0.44459 -2.35210
N -0.02113 -1.74227 -0.23485
H -0.24658 2.57185 1.76332
C -2.14272 0.69803 -2.50560
H -2.42473 0.88073 -3.55158
H -2.44056 1.55488 -1.88899
H -2.66197 -0.19775 -2.14246
C 0.39241 1.95550 -3.05819
H 0.00090 2.10684 -4.07327
H 1.48519 1.88022 -3.11099
H 0.11503 2.81704 -2.43462
C 0.01530 -0.95948 -3.46282
H -0.17272 -0.67306 -4.50662
H -0.63573 -1.80530 -3.20377
H 1.06068 -1.27369 -3.36346
C 3.11309 1.95118 -0.50814
H 2.89802 2.32876 0.49740
H 2.71930 2.65778 -1.24657
H 4.20389 1.90286 -0.62822
H 3.27234 -0.75713 0.02838
H 2.71744 -0.10473 -2.24708
C -0.00935 -3.04728 -0.50249
C -1.12788 -5.21563 -0.43477
C -1.16897 -3.84810 -0.24953
C 1.16934 -3.69369 -1.01086
C 1.18385 -5.06406 -1.18781
C 0.04697 -5.83154 -0.89748
H -2.00896 -5.81717 -0.21852
H -2.05933 -3.32720 0.10726
H 2.04025 -3.06778 -1.22194
H 2.08552 -5.55323 -1.55457
H 0.07690 -6.91273 -1.03661
C -0.89153 2.82447 0.89782
O -1.01117 1.66913 0.09640
C -2.28547 3.17647 1.42918
H -2.43133 4.26495 1.41835
H -2.37069 2.81875 2.45891
H -3.06884 2.70336 0.82620
C -0.27484 4.02103 0.17988
H -0.95960 4.37659 -0.60370
H 0.69745 3.79329 -0.26940
H -0.13291 4.83163 0.90814
N 2.35735 0.32788 6.74343
C 1.97330 -0.77444 6.02427
O 1.95840 -1.89581 6.51856
C 1.60457 -0.54102 4.59387
C 1.74467 0.68238 3.92818
C 1.33032 0.80490 2.60459
N 0.78461 -0.21900 1.91003
C 0.65444 -1.40527 2.54439
C 1.08452 -1.61132 3.85345
H 2.52361 0.19783 7.72918
H 2.20822 1.27015 6.42205
H 2.15624 1.57442 4.39846
H 1.43412 1.75998 2.07755
H 0.19051 -2.21680 1.98594
H 0.96831 -2.60793 4.27048
*
```

The calculation puts the LUMO energy (spin up / spin down) at 0.008 / -0.114 Eh. Its expectation value of S² is 8.83. The calculation puts the energy relative to the best compared isomer or geometry (same formula, charge and spin) at 0.402 eV. Its HOMO energy (spin up / spin down) is -4.4 / -8.5 eV.